{"formula": "CH3NP2", "method": "wB97M-V/def2-TZVPD", "elements": ["N", "C", "P", "P", "H", "H", "H"], "coordinates": [[0.817, -2.560, 0.245], [0.648, -1.429, 0.179], [0.199, 0.347, -0.087], [-1.394, 1.450, 0.726], [0.452, 0.363, -1.423], [1.358, 0.574, 0.794], [-2.081, 1.256, -0.434]], "lowdin_charge": [0.069, -0.469, 0.413, 0.341, -0.053, -0.008, -0.292], "de_lowest_kj_mol": 118.7, "smiles": "N#C[PH2]=P", "gap_ev": 8.51, "charge": 0}